# C4H10N3

An isolated ion of composition C4H10N3 and charge +1 at a distorted geometry (ωB97M-V/def2-TZVPD, OMol25).

Last column: Löwdin charge in e.
Geometry (Å):
H (0.035, -0.595, 2.051)  0.05
H (-2.544, 1.763, 0.488)  0.14
C (0.440, 0.294, 0.150)  -0.29
C (0.895, -0.230, -1.235)  -0.02
H (0.939, 0.458, -1.939)  0.04
C (-1.123, 0.539, 0.087)  -0.27
N (-2.326, -1.523, -0.066)  0.27
N (-1.819, -0.461, -0.156)  0.06
H (1.758, -0.379, 1.724)  0.14
C (0.721, -0.614, 1.311)  -0.03
H (-2.837, -1.876, -0.978)  0.18
H (0.317, -1.128, -1.647)  0.12
N (-1.589, 1.806, 0.147)  0.22
H (1.872, -0.529, -1.211)  0.06
H (-0.868, 2.331, 0.604)  0.13
H (1.020, 1.168, 0.211)  0.13
H (0.661, -1.605, 0.894)  0.09

Summary:
ΔE to the lowest compared entry with this formula, charge and spin = 397.9 kJ/mol
SMILES string = [H]/N=N/C(=[NH2+])C(C)C
Total charge = +1
HOMO energy = -14.701 eV
Total energy = -8770.475 eV
Frontier orbital gap = 9.1 eV